Run a
{
  "formula": "C5H12N2",
  "method": "ωB97M-V/def2-TZVPD",
  "smiles": "C=C(CCN)NC",
  "charge": 0,
  "gap_ev": 8.8792,
  "elements": ["C", "C", "C", "C", "N", "N", "C", "H", "H", "H", "H", "H", "H", "H", "H", "H", "H", "H", "H"],
  "xyz": [[0.2865, -1.9293, -1.0448], [0.0714, -0.6451, -0.7314], [1.0560, 0.1348, 0.0884], [0.6593, 0.5640, 1.4960], [0.0497, -0.4512, 2.3066], [-1.1461, -0.0215, -1.0669], [-1.1882, 1.4410, -1.1377], [1.0032, -2.4911, -0.4691], [-0.2146, -2.4380, -1.8554], [1.9489, -0.4715, 0.2075], [1.3827, 0.9592, -0.5580], [0.1388, 1.5255, 1.5538], [1.5652, 0.8762, 2.0414], [-0.9484, -0.5679, 2.2689], [0.5177, -1.3411, 2.3708], [-1.5320, -0.5074, -1.8645], [-2.1252, 1.7067, -1.6147], [-1.0919, 1.8587, -0.1469], [-0.4332, 1.7981, -1.8440]]
}

=====

Run b
{
  "formula": "C5H12N2",
  "method": "ωB97M-V/def2-TZVPD",
  "smiles": "[H]/N=C/NCCCC",
  "charge": 0,
  "gap_ev": 9.7761,
  "elements": ["H", "N", "C", "N", "C", "C", "C", "C", "H", "H", "H", "H", "H", "H", "H", "H", "H", "H", "H"],
  "xyz": [[-1.0317, 3.7962, -1.6895], [-0.8422, 3.1525, -0.9520], [-0.5292, 2.0044, -1.5260], [-0.0372, 1.0685, -0.7121], [-0.6308, -0.1405, -0.6933], [-0.9265, -0.9180, 0.6615], [0.3121, -1.2687, 1.5129], [1.7310, -1.3547, 0.7515], [-0.6381, 1.7238, -2.6164], [0.0688, 1.6691, 0.1514], [-1.4383, 0.0503, -1.2572], [-0.1942, -0.8805, -1.4780], [-1.2810, -1.7915, 0.0579], [-1.6125, -0.2465, 1.1813], [0.0379, -2.1866, 2.2561], [0.3687, -0.5207, 2.2955], [2.2665, -0.4998, 0.4679], [1.9074, -2.1591, -0.0401], [2.4695, -1.4981, 1.6288]]
}

=====

Run c
{
  "formula": "C5H12N2",
  "method": "ωB97M-V/def2-TZVPD",
  "charge": 0,
  "gap_ev": 9.2207,
  "elements": ["C", "C", "C", "C", "N", "C", "N", "H", "H", "H", "H", "H", "H", "H", "H", "H", "H", "H", "H"],
  "xyz": [[-0.7270, -0.2700, -0.2408], [1.4476, 0.8836, 0.2367], [-1.4178, 0.2596, 1.0176], [-1.1074, 0.5457, -1.4757], [0.7488, -0.3677, -0.0869], [1.2687, -1.5640, 0.6862], [1.7252, -2.3690, -0.1471], [-1.0428, -1.3049, -0.4041], [1.2935, -1.3617, -0.9437], [1.3400, -1.4825, 1.7711], [1.2440, 1.2173, 1.2570], [2.5182, 0.7078, 0.1393], [1.1547, 1.6788, -0.4470], [-2.4999, 0.1883, 0.9009], [-2.1783, 0.4549, -1.6597], [-1.1400, -0.3226, 1.8966], [-1.1681, 1.3057, 1.1993], [-0.5704, 0.1944, -2.3570], [-0.8891, 1.6062, -1.3425]]
}

=====

Run d
{
  "formula": "C5H12N2",
  "method": "ωB97M-V/def2-TZVPD",
  "smiles": "CCC/C(N)=C/N",
  "charge": 0,
  "gap_ev": 8.3181,
  "elements": ["C", "C", "C", "C", "N", "C", "N", "H", "H", "H", "H", "H", "H", "H", "H", "H", "H", "H", "H"],
  "xyz": [[0.8549, 2.6629, 0.1867], [-0.1218, 1.5661, -0.4029], [-0.3988, 0.4927, 0.6445], [-0.1873, -0.9011, 0.1511], [1.0059, -1.0194, -0.5626], [-0.9983, -1.9421, 0.3921], [-1.2015, -3.0486, -0.5879], [1.0468, 3.3815, -0.6815], [0.4104, 3.3856, 0.9423], [1.7976, 2.2759, 0.5862], [-1.1330, 1.9641, -0.6960], [0.3075, 1.1925, -1.2728], [-1.4833, 0.5473, 1.0040], [0.4016, 0.5826, 1.4610], [0.9390, -1.4337, -1.4526], [1.9602, -0.6284, -0.3237], [-1.5303, -2.0242, 1.4197], [-1.4051, -3.7566, 0.0341], [-0.2645, -3.2973, -0.8416]]
}

=====

run a wins, 0.0465 hartree ahead of the next structure.

=====

Run a
{
  "formula": "C5H12N2",
  "method": "ωB97M-V/def2-TZVPD",
  "smiles": "[H]/N=C(/C)CN(C)C",
  "charge": 0,
  "gap_ev": 9.4479,
  "elements": ["H", "N", "C", "C", "C", "N", "C", "C", "H", "H", "H", "H", "H", "H", "H", "H", "H", "H", "H"],
  "xyz": [[1.3352, -1.2503, 0.9898], [1.8350, -0.4424, 0.6038], [1.0240, 0.5618, 0.4660], [1.5765, 1.9046, 0.0517], [-0.4584, 0.4941, 0.8341], [-1.1920, -0.3311, -0.1339], [-1.4531, -1.6729, 0.3589], [-0.5399, -0.3517, -1.5074], [0.7993, 2.5158, -0.4132], [1.9553, 2.4202, 0.9379], [2.3890, 1.7666, -0.6664], [-0.5470, 0.1162, 1.8603], [-0.8774, 1.5051, 0.8181], [-2.1626, -1.6325, 1.1938], [-0.5377, -2.1684, 0.7065], [-1.9097, -2.2986, -0.4159], [0.2638, -1.0914, -1.5598], [-0.1900, 0.6078, -1.8995], [-1.3102, -0.6527, -2.2249]]
}

=====

Run b
{
  "formula": "C5H12N2",
  "method": "ωB97M-V/def2-TZVPD",
  "smiles": "C=CCCNCN",
  "charge": 0,
  "gap_ev": 9.8585,
  "elements": ["C", "C", "C", "C", "N", "C", "N", "H", "H", "H", "H", "H", "H", "H", "H", "H", "H", "H", "H"],
  "xyz": [[0.1159, -2.6979, -1.5976], [-0.0099, -1.3827, -1.4357], [1.1500, -0.4219, -1.2080], [0.9346, 0.4846, 0.0017], [-0.4492, 0.9791, 0.1439], [-0.6399, 1.8209, 1.3194], [-1.4030, 1.3543, 2.4462], [-0.7473, -3.2730, -1.9078], [1.0643, -3.2043, -1.4875], [-0.9435, -0.9155, -1.7222], [2.1248, -0.8833, -1.1323], [1.0716, 0.1622, -2.1312], [1.2414, -0.0217, 0.9287], [1.5950, 1.3542, -0.0752], [-0.9869, 0.1187, 0.2038], [0.3624, 2.1194, 1.6513], [-1.0521, 2.7811, 1.0057], [-2.3521, 1.1419, 2.1378], [-1.0760, 0.4838, 2.8592]]
}

=====

run a wins, 0.0027 hartree ahead of the next structure.

=====

Run a
{
  "formula": "C5H12N2",
  "method": "ωB97M-V/def2-TZVPD",
  "smiles": "CCCC/N=C\\N",
  "charge": 0,
  "gap_ev": 9.5611,
  "elements": ["C", "C", "C", "C", "N", "C", "N", "H", "H", "H", "H", "H", "H", "H", "H", "H", "H", "H", "H"],
  "xyz": [[1.9703, -0.9882, 0.7643], [1.3908, -1.6432, -0.4913], [-0.1141, -1.1005, -0.6001], [-0.1818, 0.4045, -0.8049], [-0.2771, 1.1335, 0.4831], [-1.2301, 1.8846, 0.8065], [-2.5749, 1.8709, 0.4466], [1.3956, -1.1569, 1.6700], [2.8802, -1.6060, 0.9460], [2.0991, 0.0883, 0.6100], [1.8850, -1.5730, -1.4566], [1.3365, -2.7385, -0.3565], [-0.5300, -1.3098, 0.3851], [-0.7241, -1.6478, -1.3221], [-1.1863, 0.6145, -1.2214], [0.5787, 0.8818, -1.4365], [-0.9701, 2.7114, 1.5032], [-2.7315, 1.3993, -0.4344], [-3.0161, 2.7750, 0.5089]]
}

=====

Run b
{
  "formula": "C5H12N2",
  "method": "ωB97M-V/def2-TZVPD",
  "charge": 0,
  "gap_ev": 8.0458,
  "elements": ["C", "C", "C", "C", "C", "N", "N", "H", "H", "H", "H", "H", "H", "H", "H", "H", "H", "H", "H"],
  "xyz": [[-0.0142, -0.1966, 0.2253], [-0.0836, -1.6578, -0.1476], [-2.1598, 0.8116, -0.4018], [2.3257, -0.2852, -0.1223], [-1.1402, 0.4786, 0.7380], [1.3913, 1.7475, 0.1242], [1.0858, 0.4467, 0.0716], [-0.1150, -1.7588, -1.2963], [-1.0778, -1.9430, 0.2360], [0.6606, -2.3905, 0.2441], [-2.8816, -0.0387, -0.6453], [-1.5840, 1.0410, -1.3137], [-2.7128, 1.5809, -0.0228], [2.9527, -0.1734, 0.7186], [2.1003, -1.3725, -0.3158], [2.9563, 0.1660, -0.9136], [-1.4819, -0.2083, 1.5500], [-0.8275, 1.4875, 1.0243], [0.6058, 2.2650, 0.2473]]
}

=====

Run c
{
  "formula": "C5H12N2",
  "method": "ωB97M-V/def2-TZVPD",
  "charge": 0,
  "gap_ev": [8.3445, 8.2809],
  "elements": ["C", "C", "C", "C", "C", "N", "N", "H", "H", "H", "H", "H", "H", "H", "H", "H", "H", "H", "H"],
  "xyz": [[0.8766, -0.3052, -0.3331], [0.7906, -1.4679, 0.5272], [2.1636, -0.0209, -1.1325], [-2.2881, -0.0808, 1.5138], [-0.4479, 1.6069, -1.0122], [-1.1064, 0.5656, 1.7205], [-0.1866, 0.3736, -0.2802], [0.2272, -1.0280, 1.4694], [1.7688, -1.8522, 0.7954], [0.3596, -2.3265, 0.0977], [3.0392, 0.0067, -0.5905], [1.8495, 0.7819, -1.7558], [2.3508, -1.0256, -1.7007], [-3.3214, 0.4829, 1.6019], [-2.1301, -0.5252, 0.4530], [-2.4506, -0.9744, 2.1903], [0.5134, 1.9250, -1.5896], [-0.6705, 2.5115, -0.3251], [-1.3378, 1.3526, -1.6494]]
}

=====

run a wins, 0.0760 hartree ahead of the next structure.

=====

Run a
{
  "formula": "C5H12N2",
  "method": "ωB97M-V/def2-TZVPD",
  "smiles": "CNN1CC1(C)C",
  "charge": 0,
  "gap_ev": 8.6753,
  "elements": ["C", "N", "N", "C", "C", "C", "C", "H", "H", "H", "H", "H", "H", "H", "H", "H", "H", "H", "H"],
  "xyz": [[2.6884, 0.0305, -0.6211], [1.5785, 0.0402, 0.3614], [0.5093, 0.8219, -0.0105], [-0.5206, 1.3614, 0.8461], [-0.9755, 0.1549, 0.1090], [-1.1283, -1.1672, 0.9867], [-1.8224, 0.3108, -1.1842], [2.9158, 1.0507, -1.0543], [3.5030, -0.7353, -0.3081], [2.1947, -0.4599, -1.5337], [1.8966, 0.1077, 1.3705], [-0.9137, 2.3892, 0.6210], [-0.3680, 1.4001, 1.9500], [-2.1815, -1.2298, 1.2913], [-0.3353, -1.1460, 1.9056], [-0.8221, -2.1002, 0.4400], [-1.1505, 0.3763, -2.1385], [-2.5584, 1.1782, -1.2385], [-2.4126, -0.6379, -1.1652]]
}

=====

Run b
{
  "formula": "C5H12N2",
  "method": "ωB97M-V/def2-TZVPD",
  "charge": 0,
  "gap_ev": 7.9689,
  "elements": ["C", "C", "C", "C", "C", "N", "N", "H", "H", "H", "H", "H", "H", "H", "H", "H", "H", "H", "H"],
  "xyz": [[-3.7000, 0.5680, 0.2514], [-2.6198, -0.1275, 0.4023], [3.0582, -0.3730, -0.0259], [0.5781, -1.3071, -0.0076], [1.6509, -0.1871, -0.0233], [-0.0668, 1.3201, -0.4851], [1.1446, 1.0613, -0.2880], [-4.7278, 0.3831, 0.6505], [-3.7170, 1.3815, -0.4108], [-2.5846, -1.0806, 0.9439], [3.3292, 0.2329, -0.8653], [3.1683, -1.4575, -0.2834], [3.6226, -0.1024, 0.8754], [-0.0061, -1.2445, -0.8691], [0.8778, -2.3341, 0.2916], [-0.0604, -0.9206, 0.7227], [-0.2896, 2.2938, -0.5419], [-1.5420, 0.0513, -0.0136], [1.8844, 1.8423, -0.3237]]
}

=====

run a wins, 0.0247 hartree ahead of the next structure.

=====

Run a
{
  "formula": "C5H12N2",
  "method": "ωB97M-V/def2-TZVPD",
  "smiles": "C=NCC[C@@H](C)N",
  "charge": 0,
  "gap_ev": 10.3372,
  "elements": ["C", "N", "C", "C", "C", "C", "N", "H", "H", "H", "H", "H", "H", "H", "H", "H", "H", "H", "H"],
  "xyz": [[-0.3585, 1.1947, -3.2591], [-0.5314, 1.5189, -2.0365], [0.3373, 0.6781, -1.1086], [-0.1845, 0.6144, 0.3059], [0.3595, -0.7110, 0.8939], [0.4301, -0.5245, 2.4783], [-0.5740, -1.8165, 0.5826], [0.3841, 0.4688, -3.5577], [-0.9635, 1.8171, -3.9236], [1.2821, 1.2261, -1.1783], [0.4262, -0.3283, -1.5186], [-1.2720, 0.6087, 0.3891], [0.1419, 1.4369, 0.9131], [1.3564, -1.0421, 0.6146], [1.2317, -0.9859, 3.0527], [-0.5464, -0.7771, 2.8916], [0.5714, 0.5540, 2.6351], [-1.5103, -1.4362, 0.4994], [-0.5802, -2.4963, 1.3260]]
}

=====

Run b
{
  "formula": "C5H12N2",
  "method": "ωB97M-V/def2-TZVPD",
  "smiles": "[H]/N=C\\NCCCC",
  "charge": 0,
  "gap_ev": 10.0465,
  "elements": ["H", "N", "C", "N", "C", "C", "C", "C", "H", "H", "H", "H", "H", "H", "H", "H", "H", "H", "H"],
  "xyz": [[2.5773, -1.2001, 2.8693], [1.7516, -1.8142, 2.8418], [0.9854, -1.4193, 1.8956], [0.8257, -0.2046, 1.2564], [-0.5444, 0.0972, 0.8539], [-0.6525, 1.2865, -0.1207], [-0.0919, 0.9260, -1.4770], [-0.6945, -0.1465, -2.3875], [0.1587, -2.1137, 1.7055], [1.3017, 0.5451, 1.7352], [-1.1975, 0.1967, 1.7340], [-0.9389, -0.7188, 0.2608], [-1.7372, 1.3680, -0.2817], [-0.0978, 2.1226, 0.3058], [-0.0609, 1.8469, -2.0747], [0.9545, 0.6267, -1.3315], [-1.5665, 0.1087, -2.9971], [0.0834, -0.5403, -3.0323], [-1.0562, -0.9669, -1.7558]]
}

=====

run b wins, 0.0245 hartree ahead of the next structure.